Entry 1:
Density functional theory data (ωB97M-V with the def2-TZVPD basis set) for a molecular structure, C18H10Cl4NO2Pt.

The geometry in XYZ format:
```
36
Properties=species:S:1:pos:R:3:forces:R:3
Pt 0.314 0.683 0.259 -0.052 0.213 0.147
Cl -4.058 2.253 5.877 0.002 0.008 -0.002
C -3.133 1.597 4.614 0.009 -0.049 0.013
C -2.770 0.156 4.696 -0.008 0.038 -0.014
Cl -3.298 -0.709 6.046 -0.007 -0.014 0.011
C -2.028 -0.466 3.746 -0.006 -0.021 0.025
Cl -1.570 -2.106 3.837 -0.003 0.013 -0.001
C -1.541 0.298 2.626 -0.015 0.000 -0.089
O -0.775 -0.190 1.801 0.051 -0.079 0.144
C -1.993 1.759 2.469 -0.011 0.071 -0.063
O -1.731 2.330 1.442 0.009 -0.161 -0.069
C -2.754 2.360 3.573 0.002 0.014 -0.020
Cl -3.151 4.003 3.414 -0.001 -0.004 0.006
N 1.110 1.628 -1.336 0.013 0.048 -0.036
C 2.499 1.510 -1.776 -0.040 -0.019 -0.041
C 2.740 1.786 -3.114 0.004 0.010 0.011
C 4.020 1.700 -3.624 0.002 -0.002 0.004
C 5.049 1.318 -2.775 -0.002 0.002 -0.002
C 4.791 1.041 -1.448 0.004 0.001 -0.005
C 3.507 1.147 -0.894 0.015 -0.008 -0.006
C 3.289 0.782 0.529 0.025 -0.062 0.005
C 4.397 0.786 1.387 0.009 0.006 -0.004
C 4.357 0.237 2.653 0.005 0.008 -0.004
C 3.192 -0.370 3.092 -0.025 -0.009 0.000
C 2.057 -0.319 2.300 0.038 0.059 0.026
C 2.080 0.316 1.059 -0.003 -0.114 -0.063
H 0.537 1.340 -2.129 -0.034 0.039 0.011
H 0.903 2.617 -1.185 0.036 0.004 0.014
H 1.916 2.070 -3.760 0.001 0.001 -0.002
H 4.207 1.910 -4.667 0.002 0.001 0.001
H 6.057 1.215 -3.153 -0.001 0.001 -0.004
H 5.606 0.694 -0.831 -0.005 -0.003 -0.001
H 5.321 1.235 1.050 -0.002 -0.005 0.001
H 5.238 0.260 3.279 0.001 -0.006 -0.001
H 3.153 -0.868 4.051 0.002 0.007 0.003
H 1.157 -0.792 2.658 -0.013 0.011 0.006
```
Positions in Å, forces in eV/Å.

Calculated values
Net charge: +1
E_LUMO in eV: -5.90
Highest occupied orbital energy in eV: -11.3
Molecular weight in u: 609.17

Charge distribution, Mulliken scheme, values in e: 0.44 -0.11 0.20 0.62 -0.10 -0.25 -0.11 0.81 -0.85 0.36 -0.50 0.09 -0.10 -0.45 1.07 -0.67 -0.54 -0.87 -0.74 0.18 0.80 -0.62 -0.78 -0.63 -0.44 0.00 0.46 0.43 0.35 0.40 0.41 0.38 0.42 0.41 0.40 0.56

***

Entry 2:
Density functional theory data (ωB97M-V with the def2-TZVPD basis set) for a molecular structure, C31H52N2O3P2Y.

The geometry in XYZ format:
```
91
Properties=species:S:1:pos:R:3:forces:R:3
Y 1.002 -0.003 -0.042 -1.599 -0.514 4.034
C -1.605 -1.607 1.943 0.760 -0.590 -0.627
C -1.527 -2.792 1.160 0.701 0.828 -0.165
C 0.611 -2.020 1.464 -0.415 0.627 -0.654
C -0.293 -1.145 2.177 -0.125 -0.113 -1.023
C -0.172 -3.003 0.790 -0.721 0.562 0.770
C -2.818 -0.890 2.410 -0.339 0.226 0.202
H -3.251 -0.289 1.596 -0.022 -0.246 0.291
H -2.542 -0.193 3.212 -0.284 -0.212 -0.086
H -3.602 -1.563 2.783 0.169 0.166 -0.071
C 0.023 -0.064 3.141 0.383 0.492 1.037
H -0.102 -0.381 4.206 -0.041 0.122 -0.722
H -0.619 0.825 2.980 0.411 -0.363 0.193
H 1.076 0.248 3.064 -0.421 -0.088 0.152
C 2.090 -1.989 1.535 0.442 -0.606 0.059
H 2.423 -1.959 2.582 0.148 0.022 -0.527
H 2.621 -1.115 1.070 -0.172 -0.562 0.268
H 2.543 -2.852 1.027 -0.154 0.058 0.342
C 0.379 -4.121 -0.015 0.278 -0.386 -0.346
H -0.184 -5.055 0.100 0.025 0.246 -0.022
H 1.409 -4.331 0.287 -0.077 -0.118 -0.053
H 0.415 -3.888 -1.087 -0.111 -0.162 0.024
C -2.683 -3.618 0.737 -0.300 -0.326 0.019
H -2.387 -4.673 0.719 -0.247 0.091 -0.019
H -3.055 -3.361 -0.267 -0.041 -0.125 0.229
H -3.511 -3.494 1.449 0.135 -0.150 -0.283
C -4.149 0.313 -0.813 -0.952 0.186 0.237
C -5.355 -0.180 -1.135 0.555 -0.295 0.280
C -5.683 -1.023 -2.329 -0.174 0.111 -0.496
C -4.748 -0.799 -3.552 -0.442 0.174 -0.290
C -3.674 -1.848 -3.605 0.704 -0.567 -0.081
C -2.719 -2.092 -2.682 -0.322 -0.677 -1.361
C -2.183 -1.152 -1.674 -0.166 0.289 0.801
C -2.846 0.222 -1.569 0.459 0.275 0.250
H -6.726 -0.843 -2.642 0.360 0.117 0.187
H -4.349 0.226 -3.562 -0.380 -0.316 0.023
H -5.664 -2.086 -2.029 0.048 0.320 -0.134
H -2.850 0.669 -2.570 -0.228 0.070 0.318
H -4.062 0.868 0.137 -0.227 -0.286 -0.591
H -6.192 -0.075 -0.440 0.383 0.217 -0.024
H -2.170 0.852 -0.978 0.164 0.026 -0.103
H -2.118 -1.623 -0.694 -0.095 0.087 0.111
H -2.219 -3.084 -2.707 -0.063 0.770 -0.278
H -1.129 -0.944 -1.939 -0.120 -0.369 0.023
H -5.363 -0.889 -4.462 0.293 0.013 0.289
H -3.758 -2.507 -4.491 -0.023 -0.085 0.982
P 0.287 1.061 -2.598 0.087 0.409 -2.363
C 0.062 2.629 -3.547 -0.167 0.527 0.298
C -0.415 0.096 -4.033 0.002 -0.511 0.197
P 2.596 -0.779 -1.958 1.595 -0.390 -3.246
C 2.099 0.765 -2.898 -0.254 -0.119 0.030
C 2.034 -2.096 -3.122 -0.225 -0.274 0.130
C 4.360 -0.854 -2.417 0.490 0.044 0.593
H 0.908 3.310 -3.411 -0.281 -0.002 0.131
H -0.875 3.110 -3.235 0.323 0.032 -0.082
H -0.025 2.377 -4.618 0.146 0.153 0.557
H 0.246 0.293 -4.891 -0.240 -0.086 0.254
H -1.419 0.478 -4.268 0.326 -0.136 0.163
H -0.493 -0.983 -3.877 -0.077 0.283 -0.096
H 4.492 -0.578 -3.473 -0.191 -0.132 0.335
H 4.712 -1.881 -2.258 0.021 0.263 -0.019
H 4.952 -0.177 -1.792 -0.045 -0.164 -0.129
H 2.671 1.652 -2.572 -0.124 -0.411 0.093
H 2.241 0.637 -3.982 0.214 -0.017 0.309
H 2.398 -3.062 -2.762 0.021 0.114 0.115
H 2.452 -1.948 -4.126 -0.074 0.193 0.261
H 0.951 -2.184 -3.197 0.030 0.031 0.074
C 1.246 2.348 5.116 -0.078 0.010 0.441
C 1.259 3.073 3.783 0.123 0.851 -0.541
C 2.512 2.918 2.870 0.367 -0.867 -0.251
C 2.788 4.179 2.010 0.398 -0.367 0.167
C 1.542 4.903 1.549 -0.211 0.263 0.019
C 3.778 2.656 3.700 0.858 0.742 0.828
O 4.350 3.523 4.349 -0.991 -1.036 -0.764
N 4.252 1.350 3.727 -0.204 -0.175 -0.159
C 3.899 0.310 2.865 0.308 -0.114 0.536
O 4.256 -0.839 3.091 -0.227 1.647 -0.619
N 3.123 0.715 1.774 -0.998 0.700 -0.417
C 2.351 1.786 1.866 -0.178 -0.405 -0.135
O 1.364 1.892 1.003 0.923 -0.167 0.138
H 0.411 1.642 5.183 0.358 0.067 0.057
H 1.103 3.111 5.890 0.073 -0.402 0.074
H 2.193 1.837 5.325 -0.361 -0.038 0.097
H 0.359 2.858 3.194 0.322 -0.062 0.030
H 1.207 4.147 3.977 -0.005 -0.077 0.054
H 3.429 4.830 2.611 -0.130 -0.028 -0.110
H 3.397 3.840 1.156 -0.119 0.259 0.112
H 1.227 5.642 2.295 0.003 -0.114 -0.272
H 1.783 5.420 0.625 -0.213 0.223 -0.077
H 0.710 4.218 1.369 0.148 0.166 -0.107
H 4.944 1.105 4.420 0.096 0.178 0.133
```
Positions in Å, forces in eV/Å.

Calculated values
Net charge: +1
E_LUMO in eV: -3.85
Highest occupied orbital energy in eV: -9.6
Molecular weight in u: 651.62

Charge distribution, Mulliken scheme, values in e: -0.52 0.42 0.15 0.23 0.44 0.82 -1.31 -0.02 0.42 0.40 -1.09 0.38 0.44 0.04 0.16 0.41 -0.15 0.18 -1.56 0.42 0.44 0.10 -1.42 0.46 0.13 0.31 -0.76 -1.06 -0.73 -0.88 -0.98 -0.37 5.29 -0.88 0.47 0.27 0.35 0.42 0.74 0.38 0.30 -2.37 0.41 -2.01 0.49 0.39 1.43 -1.42 -1.83 1.54 -1.56 -1.34 -1.32 0.44 0.38 0.40 0.67 0.48 0.35 0.44 0.43 0.38 0.57 0.63 0.48 0.42 0.18 -1.33 -0.89 3.21 -0.96 -1.23 -0.77 -0.62 0.11 0.22 -0.64 -0.23 -0.50 -0.86 0.27 0.38 0.31 0.27 0.59 0.53 0.36 0.36 0.40 0.21 0.28

***

Entry 3:
Density functional theory data (ωB97M-V with the def2-TZVPD basis set) for a single C27H44O3 molecule.

The geometry in XYZ format:
```
74
Properties=species:S:1:pos:R:3:forces:R:3
C 4.059 0.374 -4.208 0.027 -0.020 -0.046
C 4.862 0.754 -3.221 -0.113 0.236 -0.194
C 5.020 -0.008 -1.974 -0.105 -0.357 0.347
C 4.000 -0.436 -1.213 0.488 0.026 -0.014
C 2.608 -0.153 -1.451 -0.608 0.029 -0.046
C 1.561 -0.678 -0.802 0.034 -0.192 -0.257
C 0.139 -0.291 -1.063 0.130 0.349 -0.110
C -0.205 0.716 -2.156 0.008 -0.176 -0.018
H 0.479 1.563 -2.126 0.076 0.034 -0.038
H -0.149 0.272 -3.149 0.085 0.041 -0.050
C -1.632 1.162 -1.797 -0.025 -0.022 -0.006
H -2.361 0.747 -2.494 -0.050 0.054 -0.014
H -1.720 2.246 -1.852 -0.056 0.052 -0.026
C -1.918 0.645 -0.364 -0.122 0.166 -0.016
H -2.416 -0.325 -0.474 0.065 -0.048 -0.021
C -2.944 1.530 0.376 0.127 -0.081 0.231
C -2.527 2.974 0.667 -0.097 -0.164 -0.181
H -2.070 3.449 -0.196 0.095 0.132 -0.054
H -1.834 3.024 1.500 0.104 0.058 0.096
H -3.410 3.553 0.933 -0.055 0.067 0.039
H -3.799 1.582 -0.313 -0.010 -0.019 0.045
C -3.453 0.912 1.685 -0.263 -0.063 -0.371
C -4.155 -0.434 1.524 0.105 0.157 0.536
H -3.448 -1.215 1.256 -0.023 -0.029 -0.137
H -4.908 -0.355 0.734 -0.048 -0.075 -0.106
C -4.834 -0.854 2.831 0.438 -0.596 -0.424
O -5.887 0.013 3.180 -0.393 0.186 0.030
H -6.457 0.116 2.409 0.009 0.040 0.048
H -4.108 -0.766 3.646 0.002 -0.052 -0.039
C -5.300 -2.337 2.805 -0.581 0.279 0.322
C -6.413 -2.574 1.776 0.399 0.140 0.156
H -7.284 -1.966 2.009 -0.165 0.028 -0.003
H -6.715 -3.620 1.795 -0.055 -0.074 0.017
H -6.063 -2.340 0.774 -0.001 0.021 -0.112
C -5.800 -2.720 4.202 0.173 0.146 -0.283
H -6.240 -3.716 4.196 -0.050 -0.115 0.014
H -4.969 -2.706 4.904 0.084 0.002 0.079
H -6.546 -2.004 4.533 -0.120 0.004 0.060
O -4.151 -3.096 2.465 0.224 -0.174 -0.054
H -4.368 -4.030 2.568 0.044 0.054 0.004
H -4.167 1.610 2.131 0.064 0.034 0.063
H -2.627 0.808 2.388 0.072 0.046 0.112
C -0.516 0.318 0.205 -0.253 -0.293 0.081
C 0.264 1.552 0.660 -0.030 -0.172 -0.081
H 1.334 1.357 0.616 0.085 0.071 0.046
H 0.007 1.811 1.684 -0.036 0.095 0.105
H 0.058 2.405 0.024 0.009 0.203 -0.058
C -0.489 -0.756 1.296 0.152 0.128 0.051
H -0.902 -0.375 2.230 -0.090 -0.013 0.044
C 0.937 -1.244 1.556 -0.116 -0.166 -0.026
H 1.526 -0.440 2.000 0.042 0.002 0.074
H 0.908 -2.065 2.277 0.056 0.051 0.049
C 1.630 -1.725 0.275 0.219 0.129 0.174
H 2.658 -2.004 0.502 -0.007 -0.091 -0.026
H 1.117 -2.623 -0.084 0.009 -0.044 -0.025
H -1.103 -1.605 0.986 -0.096 -0.048 -0.035
H -0.409 -1.216 -1.286 -0.057 -0.033 0.070
H 2.419 0.567 -2.235 -0.139 0.075 -0.036
H 4.244 -1.000 -0.322 0.120 -0.046 0.073
C 6.448 -0.278 -1.593 0.245 0.210 0.190
H 6.510 -0.731 -0.603 -0.023 -0.033 -0.005
C 7.279 1.007 -1.613 -0.281 0.050 -0.237
C 7.175 1.666 -2.990 -0.038 0.032 0.291
C 5.717 1.990 -3.309 0.081 0.026 -0.124
H 5.639 2.433 -4.303 -0.059 0.031 0.044
H 5.349 2.722 -2.581 -0.009 0.046 -0.024
H 7.774 2.581 -3.012 0.031 -0.023 -0.011
H 7.576 0.979 -3.739 0.060 -0.019 0.006
O 8.610 0.656 -1.292 0.265 -0.105 0.048
H 9.165 1.440 -1.359 -0.045 -0.035 0.008
H 6.885 1.701 -0.851 -0.013 -0.107 -0.129
H 6.899 -0.972 -2.308 0.065 -0.006 -0.027
H 3.472 -0.526 -4.145 -0.100 -0.204 0.069
H 3.972 0.945 -5.118 0.041 0.164 -0.158
```
Positions in Å, forces in eV/Å.

Calculated values
SMILES: C=C1CC[C@H](O)C/C1=C/C=C1\CCC[C@]2(C)[C@@H]([C@H](C)CC[C@@H](O)C(C)(C)O)CC[C@@H]12
E_LUMO in eV: 0.66
Highest occupied orbital energy in eV: -7.8
Molecular weight in u: 416.65

Charge distribution, Mulliken scheme, values in e: -1.35 0.45 1.13 -1.15 -0.14 0.01 -0.09 -1.04 0.43 0.50 -1.22 0.41 0.32 -0.21 0.42 0.30 -1.95 0.37 0.29 0.55 0.52 -1.13 -0.38 0.36 0.23 -0.53 -0.61 0.43 0.52 1.47 -1.79 0.36 0.47 0.36 -1.84 0.48 0.41 0.33 -0.58 0.37 0.67 0.00 1.86 -2.22 0.48 0.29 0.43 -0.92 0.22 -0.88 0.35 0.50 -0.86 0.38 0.33 0.42 0.64 0.53 0.17 -1.40 0.28 0.20 -0.77 -0.76 0.36 0.33 0.44 0.25 -0.55 0.34 0.25 0.44 0.37 0.32

***

Entry 4:
Density functional theory data (ωB97M-V with the def2-TZVPD basis set) for 3 unconnected molecules or ions with the total composition C4H12BrO2S2.

The geometry in XYZ format:
```
21
Properties=species:S:1:pos:R:3:forces:R:3
Br 35.022 -30.752 7.055 -0.204 0.161 0.017
C 35.500 -28.004 9.995 1.349 1.157 -0.391
S 33.830 -27.835 10.506 -0.230 0.878 3.780
O 33.778 -26.477 11.227 -0.295 -1.160 -0.934
C 32.968 -27.676 9.002 -1.140 0.922 -1.113
H 36.193 -28.398 10.790 -1.179 0.023 -0.737
H 35.945 -26.989 9.706 -0.944 -1.256 0.110
H 35.355 -28.652 9.141 0.949 -0.545 -0.450
H 33.557 -26.895 8.527 0.266 -0.476 -1.243
H 32.041 -27.065 9.175 0.524 -1.096 0.464
H 32.742 -28.663 8.488 0.777 1.402 0.387
C 33.473 -30.026 2.743 -1.960 2.103 4.300
S 32.126 -31.244 3.042 -0.079 0.431 -4.568
O 32.265 -31.998 1.690 -0.982 0.507 1.449
C 32.904 -32.258 4.148 2.251 0.407 3.007
H 33.238 -29.303 1.975 -0.818 0.160 0.065
H 34.304 -30.507 2.399 2.204 -1.794 -0.490
H 33.661 -29.509 3.800 -0.066 -0.864 -2.333
H 32.572 -33.254 4.307 -1.724 -0.561 0.024
H 32.965 -31.703 5.191 0.639 -1.141 -2.008
H 33.824 -32.539 3.625 0.663 0.742 0.663
```
Positions in Å, forces in eV/Å.

Calculated values
Net charge: -1
E_LUMO in eV: 2.98
Highest occupied orbital energy in eV: -4.6
Molecular weight in u: 236.18

Charge distribution, Mulliken scheme, values in e: -0.88 -0.49 0.43 -0.68 -0.82 0.28 0.25 0.07 0.28 0.34 0.30 -0.86 0.42 -0.68 -0.69 0.33 0.32 0.29 0.39 0.16 0.26

***

Max |F| readings, ordered: 0.0051; 0.0850; 0.0166; 0.1006 Eh/bohr